114
Properties=species:S:1:pos:R:3:mulliken_charge:R:1 method="wB97M-V/def2-TZVPD" gap_ev=7.281 de_lowest_kj_mol=425.4 homo_energy_ev=-7.3
Zr -0.121 0.103 -0.466 -1.43
O -0.239 0.684 1.618 -0.34
S -0.689 2.078 1.361 2.34
O -2.109 2.246 1.553 -0.53
O -0.258 2.376 -0.014 -0.50
C 0.091 3.062 2.636 0.19
C -0.677 3.619 3.641 -0.48
C -0.042 4.237 4.708 -0.86
C 1.344 4.256 4.774 -0.69
C 2.103 3.688 3.764 -0.02
C 1.476 3.094 2.671 -2.03
P 2.255 2.320 1.191 2.70
C 3.085 3.793 0.489 0.87
C 3.886 3.554 -0.627 -0.62
C 4.544 4.595 -1.253 -0.96
C 4.396 5.889 -0.781 -0.78
C 3.576 6.138 0.306 -0.66
C 2.916 5.098 0.938 -0.91
C 3.682 1.512 1.992 -0.91
C 4.985 1.737 1.758 0.05
C 6.026 0.877 2.275 -1.09
C 5.754 -0.207 3.002 -1.06
C 4.353 -0.607 3.332 0.32
C 3.245 0.267 2.695 -0.56
H -1.751 3.554 3.569 0.64
H -0.631 4.698 5.486 0.41
H 1.834 4.721 5.617 0.43
H 3.182 3.703 3.804 0.55
H 3.963 2.544 -1.005 0.59
H 5.156 4.403 -2.119 0.46
H 4.899 6.709 -1.270 0.39
H 3.439 7.149 0.664 0.43
H 2.269 5.305 1.778 0.35
H 5.299 2.594 1.183 0.52
H 7.049 1.148 2.054 0.43
H 6.542 -0.835 3.395 0.42
H 4.264 -0.724 4.419 0.36
H 2.411 0.472 3.374 0.60
C -4.150 -5.930 -6.248 -1.48
C -3.600 -5.089 -5.136 1.03
C -2.916 -5.673 -4.075 -1.02
C -2.468 -4.901 -3.016 0.23
C -2.683 -3.535 -3.025 -1.38
C -3.321 -2.931 -4.092 -0.10
C -3.769 -3.707 -5.146 -0.97
S -2.391 -2.575 -1.528 1.87
O -3.504 -1.658 -1.452 -0.72
O -2.305 -3.568 -0.474 -0.89
N -1.040 -1.696 -1.510 0.56
C 0.150 -2.146 -1.972 0.88
C 0.362 -2.805 -3.195 -1.01
C 1.651 -3.003 -3.635 -0.75
C 2.710 -2.596 -2.834 -1.07
C 2.423 -1.998 -1.623 -0.55
N 1.185 -1.788 -1.174 0.41
H -4.325 -6.949 -5.914 0.37
H -3.446 -5.963 -7.078 0.28
H -5.084 -5.513 -6.618 0.38
H -2.756 -6.741 -4.067 0.37
H -1.967 -5.338 -2.167 0.51
H -3.472 -1.863 -4.064 0.54
H -4.280 -3.242 -5.976 0.38
H -0.483 -3.072 -3.809 0.59
H 1.829 -3.446 -4.605 0.43
H 3.731 -2.700 -3.153 0.51
H 3.234 -1.688 -0.983 0.63
O -6.629 -0.283 2.943 -0.51
C -5.609 -1.220 3.181 -0.78
C -4.456 -1.014 2.237 -0.14
C -3.375 -1.889 2.259 -2.12
C -2.302 -1.629 1.424 -1.70
N -2.227 -0.582 0.613 2.48
C -3.308 0.204 0.510 -0.11
C -4.430 0.021 1.317 -0.91
C -3.251 1.208 -0.571 1.54
C -4.296 2.095 -0.846 -1.01
C -4.196 2.952 -1.934 0.25
C -5.342 3.836 -2.367 -0.97
O -6.310 3.096 -3.083 -0.52
C -3.038 2.897 -2.699 -1.15
C -2.039 2.008 -2.346 -0.73
N -2.139 1.169 -1.320 1.59
H -7.352 -0.439 3.558 0.32
H -5.984 -2.244 3.059 0.35
H -5.223 -1.130 4.208 0.30
H -3.376 -2.764 2.893 0.50
H -1.487 -2.335 1.350 1.39
H -5.295 0.657 1.244 0.68
H -5.178 2.131 -0.226 0.51
H -4.958 4.656 -2.992 0.34
H -5.863 4.259 -1.507 0.36
H -5.868 2.628 -3.800 0.34
H -2.901 3.550 -3.547 0.43
H -1.122 1.966 -2.924 0.48
N 5.588 -3.468 2.428 -0.27
C 4.797 -2.635 1.717 -0.03
O 4.866 -2.531 0.517 -0.56
C 3.800 -1.841 2.554 1.70
C 3.040 -2.719 3.482 -1.45
C 1.710 -2.740 3.448 -1.56
C 0.993 -2.006 2.417 0.66
N 1.497 -1.197 1.574 1.26
C 2.891 -0.890 1.723 -1.04
H 6.278 -4.023 1.949 0.28
H 5.541 -3.516 3.430 0.17
H 3.591 -3.296 4.213 0.36
H 1.143 -3.342 4.142 0.51
H -0.070 -2.188 2.373 0.06
H 3.312 -0.686 0.736 0.29
O 0.237 0.438 -2.474 -0.74
S 1.610 1.053 -2.286 1.44
O 1.798 0.769 -0.792 0.18
O 2.624 0.357 -3.042 -0.80
S 1.481 2.928 -2.686 -0.40

113
Properties=species:S:1:pos:R:3:mulliken_spin:R:1 method="wB97M-V/def2-TZVPD" gap_ev="7.118 / 7.082" multiplicity=2 total_charge=-1 homo_energy_ev="-4.8 / -4.8"
Yb 0.163 -0.087 0.334 1.01
C 0.677 3.197 1.523 0.00
N 1.524 2.269 0.773 0.00
C 1.768 2.831 -0.559 0.00
C 2.609 1.884 -1.404 0.00
N 2.017 0.560 -1.402 0.00
C 2.696 -0.400 -2.011 0.00
C 4.057 -0.445 -2.450 0.00
F 4.893 0.618 -2.287 0.00
C 4.624 -1.567 -3.023 0.00
F 5.928 -1.542 -3.370 0.00
C 3.884 -2.721 -3.254 0.00
F 4.451 -3.813 -3.815 0.00
C 2.535 -2.713 -2.905 0.00
F 1.770 -3.788 -3.169 0.00
C 1.994 -1.598 -2.320 0.00
F 0.665 -1.587 -1.984 0.00
C 2.788 2.074 1.503 0.00
C 3.367 0.645 1.475 0.00
N 2.317 -0.346 1.641 0.00
C 2.639 -1.562 2.112 0.00
C 3.917 -2.118 2.381 0.00
F 5.053 -1.455 2.056 0.00
C 4.076 -3.380 2.928 0.00
F 5.313 -3.847 3.158 0.00
C 2.983 -4.181 3.239 0.00
F 3.162 -5.412 3.755 0.00
C 1.706 -3.691 2.971 0.00
F 0.632 -4.456 3.217 0.00
C 1.565 -2.431 2.439 0.00
F 0.311 -1.962 2.135 0.00
H 1.159 4.180 1.632 0.00
H 0.478 2.786 2.510 0.00
H -0.273 3.321 1.011 0.00
H 2.289 3.804 -0.485 0.00
H 0.803 2.990 -1.045 0.00
H 3.637 1.891 -1.025 0.00
H 2.648 2.272 -2.434 0.00
H 2.611 2.326 2.550 0.00
H 3.561 2.765 1.136 0.00
H 4.091 0.601 2.300 0.00
H 3.913 0.455 0.546 0.00
C -3.942 4.443 -0.660 0.00
C -2.438 4.254 -0.872 0.00
C -1.724 5.604 -0.744 0.00
C -2.129 3.617 -2.211 0.00
C -2.457 4.305 -3.372 0.00
C -2.173 3.783 -4.619 0.00
C -1.513 2.573 -4.711 0.00
C -1.174 1.858 -3.575 0.00
C -0.539 0.499 -3.671 0.00
C -1.616 -0.556 -3.939 0.00
C 0.560 0.406 -4.727 0.00
C -1.503 2.361 -2.309 0.00
N -1.320 1.583 -1.133 -0.01
C -2.472 1.204 -0.639 0.00
C -2.759 0.765 0.657 0.00
C -4.091 0.668 1.106 0.00
C -4.022 0.478 2.463 0.00
C -2.655 0.435 2.803 0.00
N -1.872 0.599 1.716 0.00
C -2.192 0.282 4.239 0.00
C -1.255 -0.917 4.398 0.00
C -1.477 1.559 4.704 0.00
C -3.391 0.040 5.169 0.00
H -4.122 4.908 0.308 0.00
H -4.451 3.484 -0.681 0.00
H -4.370 5.080 -1.430 0.00
H -2.071 3.594 -0.080 0.00
H -2.139 6.330 -1.441 0.00
H -0.663 5.497 -0.952 0.00
H -1.848 5.995 0.265 0.00
H -2.969 5.253 -3.302 0.00
H -2.469 4.313 -5.514 0.00
H -1.292 2.159 -5.683 0.00
H -0.096 0.311 -2.690 0.00
H -2.169 -0.313 -4.846 0.00
H -2.317 -0.608 -3.110 0.00
H -1.163 -1.536 -4.060 0.00
H 0.165 0.509 -5.735 0.00
H 1.045 -0.566 -4.660 0.00
H 1.314 1.175 -4.567 0.00
H -3.370 1.348 -1.256 0.00
H -4.971 0.762 0.497 0.00
H -4.861 0.392 3.123 0.00
H -0.301 -0.688 3.939 0.00
H -1.673 -1.798 3.916 0.00
H -1.096 -1.134 5.453 0.00
H -0.602 1.737 4.087 0.00
H -1.160 1.455 5.741 0.00
H -2.139 2.420 4.629 0.00
H -3.913 -0.870 4.881 0.00
H -4.091 0.873 5.154 0.00
H -3.031 -0.081 6.189 0.00
Cl -3.939 -2.571 -0.396 0.00
C -2.513 -3.546 -0.369 0.00
C -2.634 -4.925 -0.491 0.00
C -1.507 -5.709 -0.490 0.00
Cl -1.679 -7.427 -0.641 0.00
C -0.225 -5.143 -0.376 0.00
C 0.969 -5.888 -0.421 0.00
C 2.169 -5.240 -0.327 0.00
C 2.166 -3.850 -0.157 0.00
N 1.077 -3.124 -0.084 0.00
C -0.117 -3.730 -0.219 0.00
C -1.287 -2.876 -0.228 0.00
O -1.209 -1.602 -0.143 0.00
H -3.614 -5.365 -0.599 0.00
H 0.917 -6.960 -0.544 0.00
H 3.103 -5.775 -0.380 0.00
H 3.102 -3.311 -0.073 0.00
O 1.948 0.380 4.116 0.00
C 1.253 0.450 3.189 0.00

114
Properties=species:S:1:pos:R:3:mulliken_spin:R:1 method="wB97M-V/def2-TZVPD" gap_ev="5.839 / 6.613" multiplicity=2 de_lowest_kj_mol=45.4 total_charge=-2 homo_energy_ev="-2.1 / -2.8"
Ti -0.128 -0.177 0.425 0.99
C 2.296 -1.217 4.024 0.00
C 1.799 -0.521 2.780 0.00
N 0.586 -0.732 2.344 -0.03
N -0.171 -1.562 3.184 0.01
C -1.394 -1.156 3.296 0.00
S -2.166 0.154 2.543 0.00
S -2.333 -2.140 4.483 0.00
C -1.343 -1.725 5.940 0.00
C -1.573 -0.345 6.471 0.00
C -2.551 -0.105 7.432 0.00
C -2.788 1.175 7.903 0.00
C -2.055 2.245 7.409 0.00
C -1.089 2.020 6.441 0.00
C -0.851 0.735 5.977 0.00
C 2.679 0.464 2.109 0.04
C 4.044 0.557 2.411 0.01
C 4.830 1.593 1.941 -0.01
C 4.242 2.584 1.160 0.01
C 2.910 2.504 0.803 -0.01
C 2.116 1.425 1.231 -0.02
O 0.866 1.334 0.844 0.00
H 1.648 -0.990 4.870 0.00
H 2.236 -2.295 3.875 0.00
H 3.307 -0.934 4.283 0.00
H -1.615 -2.472 6.689 0.00
H -0.300 -1.875 5.662 0.00
H -3.135 -0.936 7.806 0.00
H -3.553 1.341 8.652 0.00
H -2.249 3.249 7.763 0.00
H -0.530 2.848 6.026 0.00
H -0.120 0.572 5.198 0.00
H 4.508 -0.201 3.023 0.00
H 5.882 1.633 2.188 0.00
H 4.837 3.414 0.800 0.00
H 2.458 3.250 0.164 0.00
N 3.839 -4.394 -4.314 0.00
C 2.594 -3.745 -4.210 0.00
C 2.219 -2.782 -5.136 0.00
C 1.005 -2.120 -4.999 0.00
C 0.173 -2.408 -3.932 0.00
C 0.544 -3.366 -2.996 0.00
C 1.746 -4.032 -3.141 0.00
S -1.432 -1.655 -3.834 0.00
O -2.378 -2.740 -3.737 0.00
O -1.535 -0.793 -4.999 0.00
N -1.201 -0.865 -2.454 0.02
C -2.099 -0.031 -1.974 -0.01
N -1.784 0.567 -0.782 -0.04
C -2.592 1.532 -0.357 0.02
C -3.735 1.913 -1.019 0.00
C -4.044 1.154 -2.146 0.00
N -3.278 0.206 -2.612 0.00
H 4.192 -4.427 -5.260 0.00
H 3.848 -5.310 -3.892 0.00
H 2.875 -2.550 -5.966 0.00
H 0.690 -1.378 -5.717 0.00
H -0.109 -3.580 -2.163 0.00
H 2.040 -4.772 -2.407 0.00
H -2.299 2.003 0.577 0.00
H -4.371 2.701 -0.649 0.00
H -4.975 1.318 -2.682 0.00
C 3.582 3.983 -5.004 0.00
C 4.561 3.423 -4.012 0.00
C 5.913 3.709 -4.116 0.00
C 6.842 3.198 -3.218 0.00
C 6.394 2.404 -2.177 0.00
C 5.044 2.120 -2.034 0.00
C 4.117 2.601 -2.956 0.00
N 2.753 2.360 -2.843 0.00
C 2.032 1.341 -2.189 0.02
N 2.773 0.222 -1.981 -0.01
C 2.623 -0.980 -1.219 0.00
C 1.529 -1.289 -0.398 0.00
C 1.598 -2.556 0.214 0.04
C 2.667 -3.423 0.081 0.01
C 3.740 -3.054 -0.707 0.00
C 3.730 -1.849 -1.383 0.00
C 4.899 -1.535 -2.283 0.00
N 0.799 1.483 -1.902 -0.02
C 0.140 2.691 -2.157 0.02
C -0.133 3.562 -1.102 0.00
C -0.836 4.734 -1.312 0.00
C -1.292 5.055 -2.584 0.00
C -1.040 4.181 -3.629 0.00
C -0.332 2.998 -3.443 0.00
C -0.091 2.064 -4.590 0.00
H 4.100 4.556 -5.771 0.00
H 2.852 4.647 -4.532 0.00
H 3.018 3.187 -5.492 0.00
H 6.245 4.339 -4.932 0.00
H 7.894 3.424 -3.331 0.00
H 7.090 2.008 -1.449 0.00
H 4.699 1.546 -1.188 0.00
H 2.144 3.067 -3.229 0.00
H 3.623 0.232 -2.518 0.00
H 0.776 -2.885 0.842 0.00
H 2.655 -4.384 0.581 0.00
H 4.589 -3.718 -0.833 0.00
H 5.611 -2.360 -2.260 0.00
H 5.435 -0.632 -1.982 0.00
H 4.598 -1.408 -3.326 0.00
H 0.183 3.273 -0.107 0.00
H -1.043 5.388 -0.474 0.00
H -1.858 5.962 -2.755 0.00
H -1.421 4.400 -4.620 0.00
H -0.881 2.149 -5.333 0.00
H -0.070 1.028 -4.258 0.00
H 0.861 2.275 -5.086 0.00
F -3.364 -2.732 -0.108 0.00
B -2.129 -3.110 0.336 0.02
F -1.293 -1.874 0.377 -0.03
F -2.155 -3.593 1.625 0.00
F -1.498 -3.989 -0.510 0.00

117
Properties=species:S:1:pos:R:3:mulliken_charge:R:1 method="wB97M-V/def2-TZVPD" gap_ev=6.039 de_lowest_kj_mol=108.8 total_charge=+1 homo_energy_ev=-10.0
W -0.225 -0.134 -0.111 1.71
F 6.159 -1.484 2.220 -0.41
C 5.205 -0.755 2.833 0.35
C 4.132 -0.324 2.117 0.07
C 3.170 0.475 2.732 0.56
C 1.979 0.864 1.998 -0.12
O 1.840 0.521 0.805 0.52
C 1.019 1.624 2.708 0.23
C 1.250 1.974 4.002 -0.56
N 2.359 1.639 4.684 0.40
C 2.514 2.092 6.055 -0.44
C 2.240 3.531 6.355 -0.95
C 3.649 3.022 6.370 -0.39
C 3.324 0.839 4.075 -0.22
C 4.411 0.343 4.799 -0.54
C 5.348 -0.467 4.194 -1.40
N 6.421 -0.990 4.982 0.44
C 6.964 -2.302 4.635 -0.44
C 7.501 -2.933 5.933 -1.01
N 7.723 -1.824 6.926 -0.13
C 8.457 -0.681 6.283 -0.60
C 7.502 -0.039 5.256 -0.53
C -0.263 2.050 2.081 -0.20
O -1.060 2.721 2.684 -0.70
O -0.450 1.641 0.842 -0.35
H 4.031 -0.616 1.079 0.29
H 0.507 2.555 4.531 0.80
H 2.225 1.355 6.793 0.47
H 1.759 3.758 7.295 0.27
H 1.948 4.172 5.533 0.33
H 4.152 2.911 7.321 0.31
H 4.288 3.311 5.545 0.21
H 4.503 0.554 5.856 0.73
H 7.755 -2.238 3.885 0.40
H 6.179 -2.933 4.231 0.44
H 8.452 -3.437 5.782 0.40
H 6.797 -3.630 6.380 0.43
H 8.198 -2.163 7.757 0.31
H 6.797 -1.480 7.186 0.37
H 9.347 -1.099 5.819 0.34
H 8.762 0.019 7.054 0.38
H 8.066 0.216 4.353 0.33
H 7.070 0.876 5.654 0.41
N -2.694 -1.218 2.441 0.15
C -1.381 -1.353 2.701 -0.02
N -0.888 -1.816 3.820 -0.74
N 0.454 -1.830 3.616 -0.86
N 0.762 -1.419 2.455 -0.17
N -0.414 -1.074 1.799 1.23
C -3.120 -0.478 1.382 -0.08
N -4.347 -0.069 1.225 -0.59
N -4.311 0.650 0.082 -0.86
N -3.135 0.674 -0.411 -0.19
N -2.313 -0.049 0.407 0.82
H -3.360 -1.459 3.157 0.31
O 1.394 0.189 -1.680 -0.85
C 2.544 -0.657 -1.715 2.19
C 2.257 -1.701 -0.628 -1.07
O 3.053 -2.495 -0.232 -0.57
O 0.997 -1.650 -0.181 -0.64
C 3.835 0.107 -1.433 0.50
C 3.853 1.447 -1.061 -0.37
C 5.058 2.084 -0.792 -1.29
C 6.254 1.388 -0.882 -0.63
C 6.240 0.050 -1.261 -0.92
C 5.040 -0.583 -1.542 0.11
C 2.593 -1.326 -3.092 0.45
C 2.844 -2.681 -3.264 -0.24
C 2.865 -3.229 -4.544 -0.86
C 2.638 -2.430 -5.651 -0.72
C 2.403 -1.069 -5.482 -0.70
C 2.383 -0.521 -4.210 -0.60
H 1.564 1.161 -1.664 0.13
H 2.942 2.023 -0.959 0.69
H 5.056 3.131 -0.516 0.50
H 7.192 1.888 -0.676 0.46
H 7.169 -0.500 -1.352 0.45
H 5.038 -1.625 -1.839 0.47
H 3.022 -3.319 -2.407 0.55
H 3.055 -4.289 -4.668 0.46
H 2.644 -2.861 -6.645 0.42
H 2.231 -0.434 -6.341 0.48
H 2.197 0.540 -4.088 0.32
C -1.286 -1.152 -3.529 -1.11
Si -1.315 -1.824 -1.802 1.66
C -0.446 -3.471 -1.799 -1.48
C -3.095 -2.246 -1.403 0.63
C -4.170 -1.577 -1.992 -0.25
C -5.481 -1.902 -1.664 -0.63
C -5.738 -2.909 -0.744 -0.50
C -4.684 -3.589 -0.150 -0.80
C -3.377 -3.253 -0.472 -0.42
H -1.802 -1.874 -4.166 0.65
H -0.266 -1.015 -3.899 -0.07
H -1.799 -0.188 -3.599 0.08
H -1.142 -4.214 -2.194 0.67
H -0.129 -3.787 -0.801 0.31
H 0.441 -3.440 -2.436 0.27
H -3.988 -0.786 -2.714 0.23
H -6.300 -1.358 -2.119 0.40
H -6.759 -3.158 -0.484 0.39
H -4.882 -4.383 0.560 0.42
H -2.560 -3.792 0.004 0.36
Br -3.608 5.714 -5.734 -0.18
C -2.603 4.663 -4.531 0.05
C -1.262 4.956 -4.337 -0.70
C -0.529 4.184 -3.454 -0.55
C -1.133 3.125 -2.782 0.05
C -2.478 2.839 -2.993 0.07
C -3.221 3.618 -3.866 -0.97
C -0.286 2.305 -1.889 0.44
O 0.851 2.632 -1.611 -0.75
O -0.787 1.108 -1.531 0.64
H -0.800 5.777 -4.867 0.44
H 0.518 4.396 -3.278 0.48
H -2.936 2.025 -2.455 0.49
H -4.271 3.415 -4.025 0.48